Below is C33H28Cl5CrN4O7 as an isolated structure, with properties calculated with ωB97M-V with the def2-TZVPD basis set.

```
78
Properties=species:S:1:pos:R:3:forces:R:3
Cr 0.257 0.509 -0.181 -0.011 0.279 -0.153
C 1.208 -3.891 -0.593 -0.009 -0.042 0.014
O -0.151 -3.908 -1.061 0.034 0.002 -0.023
C -1.043 -3.412 -0.130 -0.053 0.052 0.007
C -1.926 -4.278 0.481 0.013 0.007 0.000
C -2.842 -3.800 1.413 -0.019 0.017 0.017
C -2.840 -2.458 1.734 -0.009 -0.032 -0.006
C -1.951 -1.562 1.132 0.001 0.026 0.026
C -1.997 -0.168 1.537 -0.039 -0.052 0.009
N -1.217 0.737 1.080 -0.016 -0.039 0.105
N -1.395 2.017 1.575 -0.014 -0.126 -0.018
C -0.513 2.814 1.029 0.051 0.177 0.029
O 0.347 2.456 0.147 0.026 -0.117 -0.026
C -0.512 4.239 1.456 0.004 -0.016 -0.019
C -1.392 4.699 2.433 -0.006 -0.010 -0.012
C -1.370 6.030 2.814 -0.013 -0.002 0.015
C -0.471 6.910 2.225 0.002 0.019 -0.003
C 0.406 6.455 1.252 0.006 -0.014 -0.002
C 0.387 5.122 0.868 -0.007 0.003 0.000
C -1.048 -2.033 0.160 0.018 -0.036 0.001
O -0.215 -1.244 -0.508 -0.053 -0.055 0.035
H 1.818 -4.293 -1.402 0.026 0.000 0.011
H 1.306 -4.543 0.279 0.003 0.015 -0.010
H 1.538 -2.882 -0.349 0.011 0.014 -0.006
H -1.876 -5.330 0.226 -0.003 0.006 0.000
H -3.536 -4.477 1.891 0.003 0.001 -0.002
H -3.536 -2.076 2.472 0.004 0.001 -0.002
H -2.737 0.135 2.273 -0.009 -0.005 -0.003
H -2.085 4.001 2.881 0.004 0.005 -0.001
H -2.055 6.383 3.574 0.002 -0.001 -0.003
H -0.457 7.950 2.526 0.002 -0.004 -0.001
H 1.108 7.139 0.791 -0.001 0.000 0.001
H 1.064 4.748 0.112 0.000 0.001 0.005
Cl 2.088 0.860 -2.156 -0.025 0.014 -0.040
C 0.537 1.220 -2.897 0.063 0.020 0.004
C -0.519 1.144 -2.016 0.026 -0.096 0.111
C -1.776 1.324 -2.563 -0.056 0.073 0.009
Cl -3.172 1.170 -1.537 0.017 -0.010 -0.026
C -1.966 1.551 -3.925 -0.007 -0.004 -0.048
Cl -3.555 1.718 -4.584 0.021 -0.016 0.005
C -0.863 1.599 -4.780 0.027 -0.001 0.031
Cl -1.079 1.821 -6.479 -0.004 -0.008 0.007
C 0.419 1.437 -4.260 -0.018 0.012 -0.018
Cl 1.806 1.431 -5.287 -0.014 0.001 0.002
O 2.819 -1.066 0.175 -0.032 -0.026 0.055
C 2.542 -0.425 1.190 0.084 0.106 -0.028
O 1.522 0.360 1.313 -0.029 -0.072 0.009
C 3.422 -0.513 2.407 -0.010 -0.036 -0.015
C 3.128 0.216 3.550 0.003 -0.007 0.004
C 3.932 0.138 4.692 -0.004 -0.004 -0.020
C 5.018 -0.697 4.622 0.007 -0.015 0.026
O 5.974 -0.931 5.577 0.003 0.026 -0.012
C 6.750 -2.014 5.073 0.000 0.005 0.001
O 6.475 -2.138 3.683 0.003 0.027 -0.019
C 5.315 -1.424 3.481 0.019 -0.019 0.017
C 4.543 -1.355 2.355 -0.018 -0.013 -0.022
H 2.254 0.852 3.542 0.001 -0.001 -0.001
H 3.715 0.707 5.585 0.000 0.000 -0.004
H 6.460 -2.937 5.588 -0.016 -0.004 -0.002
H 7.808 -1.797 5.215 -0.007 -0.010 0.005
H 4.766 -1.906 1.452 -0.003 0.005 0.014
N -0.311 -3.670 -5.174 0.000 0.000 0.015
C -1.767 -3.485 -4.829 -0.009 -0.009 0.019
C -1.963 -2.032 -4.402 -0.042 0.004 -0.002
N -1.069 -1.633 -3.360 0.103 0.074 -0.054
C 0.324 -1.895 -3.601 -0.031 -0.074 0.019
C 0.590 -3.339 -4.005 -0.027 0.043 -0.015
H -0.079 -3.050 -5.953 0.005 0.023 -0.012
H -0.142 -4.624 -5.486 0.006 -0.019 -0.017
H -1.975 -4.173 -4.010 -0.005 0.003 0.000
H -2.350 -3.756 -5.709 -0.014 0.005 0.007
H -2.996 -1.892 -4.086 0.002 0.004 0.002
H -1.814 -1.386 -5.281 0.004 -0.011 -0.001
H -1.361 -1.800 -2.408 0.014 -0.034 -0.020
H 0.890 -1.680 -2.696 0.002 0.013 -0.005
H 0.697 -1.231 -4.394 -0.003 -0.003 -0.001
H 0.314 -4.018 -3.201 0.003 -0.032 0.015
H 1.616 -3.504 -4.332 0.011 -0.011 0.021
```
Forces are in eV/Å.

Values from the calculation:
Relative energy (zero: lowest compared OMol25 entry of this formula, charge and spin) = 0.2822 eV
HOMO energy (spin up / spin down) = -0.2684 / -0.2628 hartree
Total charge = 0
E_LUMO (spin up / spin down) = -0.93 / -0.93 eV
Multiplicity = 2

=====

Below is C20H23ClCoN2O5Si as an isolated structure, with properties calculated with ωB97M-V with the def2-TZVPD basis set.

```
53
Properties=species:S:1:pos:R:3:forces:R:3
Co -0.441 -1.814 1.707 1.541 -0.372 -0.747
N -1.696 -3.076 0.764 -2.134 -0.244 -0.399
C -1.592 -4.507 1.105 1.695 -0.601 1.867
C -0.100 -4.831 1.612 -0.407 -2.032 -0.015
N 0.709 -3.635 1.873 -0.221 -0.056 -1.595
H -2.676 -2.805 0.962 0.683 -0.045 -0.573
H -1.553 -2.992 -0.247 -0.125 0.338 0.311
H -1.853 -5.161 0.281 -0.062 0.057 -0.118
H -2.228 -4.762 1.974 -0.021 0.463 -0.653
H 0.395 -5.542 0.884 -0.294 1.309 0.348
H -0.134 -5.527 2.489 -0.286 0.982 -0.355
H 1.488 -3.671 1.227 0.144 0.504 0.322
H 1.033 -3.421 2.793 0.237 -0.619 0.781
O 0.926 -0.580 5.373 -0.030 -0.686 -0.630
Cl 0.579 -0.487 3.996 -0.617 0.264 1.339
O 1.693 -0.856 3.127 -0.683 1.226 0.372
O -0.462 -1.570 3.641 0.027 1.225 0.873
O -0.050 0.825 3.815 1.088 -1.612 -1.251
O 0.567 -0.801 0.448 -0.294 0.313 0.244
Si 0.337 0.547 -0.378 -1.247 -0.910 -0.455
C 0.869 2.137 0.515 -0.897 -1.637 -1.078
C 1.868 2.155 1.476 1.110 2.859 1.188
C 2.372 3.407 1.890 -1.376 -2.436 -0.683
C 1.815 4.616 1.431 0.988 0.688 0.725
C 0.773 4.550 0.494 -0.946 -0.131 -0.917
C 0.300 3.331 0.052 -0.184 2.353 -0.219
C -1.536 0.759 -0.807 0.984 0.086 0.945
C -2.502 1.215 0.140 0.954 -0.097 0.872
C -3.827 1.278 -0.182 -0.762 -0.336 -2.260
C -4.286 0.861 -1.494 1.679 -0.838 2.343
C -3.352 0.299 -2.335 -0.124 0.150 0.417
C -1.987 0.276 -2.014 -1.495 1.147 -0.223
C 1.332 0.542 -1.958 -1.105 2.054 -0.153
C 2.423 -0.261 -2.126 1.420 -1.767 -0.333
C 3.138 -0.294 -3.359 -0.113 0.132 1.015
C 2.805 0.643 -4.339 -0.152 -0.365 0.642
C 1.842 1.620 -4.086 -1.113 0.530 1.086
C 1.042 1.548 -2.935 1.830 -1.542 -0.285
H 2.205 1.258 1.938 0.333 -0.628 0.163
H 3.076 3.334 2.657 1.255 0.538 0.995
H 2.226 5.586 1.852 -0.776 -1.253 -0.712
H 0.305 5.438 0.079 0.246 0.065 0.248
H -0.506 3.359 -0.688 0.297 -0.357 0.335
H -2.226 1.479 1.202 -0.004 -0.163 -1.285
H -4.542 1.645 0.519 -0.389 0.139 0.442
H -5.315 0.669 -1.636 -1.005 0.494 -0.417
H -3.621 -0.176 -3.258 -0.392 0.070 -0.402
H -1.433 0.071 -2.890 1.489 -0.681 -0.222
H 2.678 -0.978 -1.302 -0.109 0.691 -0.910
H 3.996 -0.995 -3.475 -0.960 0.574 -0.096
H 3.242 0.565 -5.306 0.600 0.270 -0.480
H 1.665 2.519 -4.676 0.199 -0.641 -0.592
H 0.219 2.213 -2.825 -0.476 0.529 0.183
```
Forces are in eV/Å.

Values from the calculation:
Relative energy (zero: lowest compared OMol25 entry of this formula, charge and spin) = 0.0137 eV
HOMO energy (spin up / spin down) = -0.4345 / -0.4322 hartree
Total charge = +1
E_LUMO (spin up / spin down) = -3.11 / -7.45 eV
Multiplicity = 5

=====

Below is a 2-piece molecular cluster, C7H14N2 overall, with properties calculated with ωB97M-V with the def2-TZVPD basis set.

```
23
Properties=species:S:1:pos:R:3:forces:R:3
C -2.049 -3.254 -1.147 -1.534 -0.212 0.080
C -0.795 -2.541 -0.847 0.337 -0.247 0.328
C 0.157 -2.756 0.101 0.278 0.242 0.767
N 1.150 -1.826 -0.109 -0.641 0.126 -0.700
C 0.752 -1.090 -1.227 1.218 -0.883 2.152
N -0.396 -1.516 -1.646 -0.024 0.909 -1.231
H -1.987 -4.342 -1.116 0.340 0.033 -0.301
H -2.430 -2.903 -2.107 0.316 -0.324 -0.225
H -2.910 -3.048 -0.493 0.489 0.298 0.340
H 0.190 -3.372 0.983 -0.070 -0.273 -0.144
H 1.954 -1.705 0.495 -0.227 0.098 -0.440
H 1.439 -0.317 -1.527 -0.465 0.241 -0.630
C 1.671 2.866 0.528 1.299 0.872 0.333
C 0.405 2.061 0.460 -0.430 -0.210 0.378
C -0.737 2.706 1.246 -0.221 0.291 0.333
H 1.954 3.167 1.543 -0.424 -0.035 0.099
H 1.564 3.797 -0.036 -0.221 0.032 0.082
H 2.623 2.466 0.160 -0.443 -0.651 -0.298
H 0.110 1.934 -0.580 -0.077 0.005 -0.098
H 0.462 1.052 0.881 0.519 -0.014 -0.197
H -0.786 3.799 1.227 0.024 -0.014 -0.726
H -1.671 2.276 0.887 -0.186 0.220 0.202
H -0.669 2.544 2.326 0.146 -0.503 -0.103
```
Forces are in eV/Å.

Values from the calculation:
Relative energy (zero: lowest compared OMol25 entry of this formula, charge and spin) = 0.4194 eV
HOMO energy = -0.3136 hartree
Total charge = 0
E_LUMO = 0.80 eV
Structure (SMILES) = Cc1c[nH]cn1.CCC
Multiplicity = 1

=====

Below is C5H8N2 as an isolated structure, with properties calculated with ωB97M-V with the def2-TZVPD basis set.

```
15
Properties=species:S:1:pos:R:3:forces:R:3
C -0.831 -0.628 -0.554 0.498 0.798 0.180
C 0.418 -0.241 0.191 0.558 -0.203 0.485
C 0.897 -0.932 1.420 0.186 -0.071 0.150
N 1.371 0.405 -0.681 0.317 -0.120 -0.141
C 0.381 1.250 -0.023 0.184 0.347 0.273
C -0.886 1.157 -0.743 0.354 -2.187 0.178
N -1.899 1.728 -1.216 0.584 -1.699 0.483
H -2.058 0.667 -1.262 -3.125 1.766 -1.653
H -1.626 -1.040 0.103 0.236 0.675 -0.290
H -0.673 -1.378 -1.361 -0.027 0.786 0.155
H 1.187 -1.958 1.179 0.020 0.055 0.079
H 1.762 -0.404 1.825 -0.021 -0.117 0.056
H 0.105 -0.966 2.176 0.128 0.011 -0.110
H 1.158 0.273 -1.670 0.029 -0.015 0.195
H 0.696 2.067 0.613 0.080 -0.026 -0.041
```
Forces are in eV/Å.

Values from the calculation:
Relative energy (zero: lowest compared OMol25 entry of this formula, charge and spin) = 4.3853 eV
HOMO energy = -0.3369 hartree
Total charge = 0
E_LUMO = 0.91 eV
Multiplicity = 1